(1)
Entry from the Open Molecules 2025 dataset: 2 unconnected molecules or ions with the total composition C2H4FN (wB97M-V/def2-TZVPD).

Properties
- HOMO level (spin up / spin down) (eV) = -8.224 / -8.224
- relative energy (zero: lowest compared OMol25 entry of this formula, charge and spin) (eV) = 4.109
- largest force on an atom (eV/A) = 4.43

Geometry (Å):
N1 0.6867 0.2584 -0.2665
H1 -2.1766 -0.5529 1.0640
F1 0.6069 1.5207 1.7408
H2 -1.6562 -0.0462 1.3072
H3 0.2981 -1.4894 -1.1099
C1 0.8115 -0.5637 -1.1950
H4 1.2072 -0.1563 -2.1275
C2 0.2224 1.0294 0.5870

=====

(2)
Entry from the Open Molecules 2025 dataset: a single C2H4FN molecule (wB97M-V/def2-TZVPD).

Properties
- HOMO level (eV) = -10.319
- relative energy (zero: lowest compared OMol25 entry of this formula, charge and spin) (eV) = 1.292
- structure (SMILES) = C/N=C/F
- largest force on an atom (eV/A) = 4.06

Geometry (Å):
F1 2.5028 -0.1796 -0.0575
H1 -1.4808 1.0451 0.8013
H2 -1.3753 0.9155 -0.9395
C1 -1.0672 0.4156 0.0162
H3 -1.2358 -0.7055 -0.0338
N1 0.3661 0.5440 -0.1650
H4 1.1210 -1.6706 0.2835
C2 1.1692 -0.3646 0.0949

=====

(3)
Entry from the Open Molecules 2025 dataset: 2 unconnected molecules or ions with the total composition C2H4FN3 (wB97M-V/def2-TZVPD).

Properties
- HOMO level (eV) = -9.373
- relative energy (zero: lowest compared OMol25 entry of this formula, charge and spin) (eV) = 5.579
- largest force on an atom (eV/A) = 2.43

Geometry (Å):
H1 -1.0465 -1.9277 -0.6753
F1 2.5272 -1.3156 0.3547
N1 -0.4330 -0.0947 0.1507
H2 -0.5800 -0.4057 1.0792
N2 2.7036 0.1039 0.6927
H3 0.7926 2.3299 -0.5849
C1 1.6740 1.6710 -0.7915
C2 -0.6238 -0.9109 -0.7908
N3 2.0004 0.8026 -0.0332
H4 -0.6812 -0.5707 -1.7903